No. 1
The following is a DFT calculation (ωB97M-V with the def2-TZVPD basis set) of a cluster of 2 separate species, C3H4ClFO in total.

Last column: Löwdin charge in e.
CARTESIAN COORDINATES (ANGSTROEM)
C: -1.2800 -0.8259 0.7565  0.100
C: -0.1670 -0.4112 0.2193  -0.331
O: 0.5281 0.6430 -0.3565  -0.051
C: 1.1037 -0.6996 -0.4406  -0.627
Cl: 2.4800 -0.8436 0.5613  0.727
H: -1.3828 -1.8538 0.7478  0.050
H: -2.1126 -0.3073 1.1028  0.055
H: 1.0551 -1.1705 -1.4681  0.146
F: -0.1614 3.2033 -0.6349  -0.110
H: -0.0631 2.2656 -0.4877  0.042

The HOMO-LUMO gap is 11.1 eV. As for the energy: -20460.7732 eV. As for the energy relative to the best compared isomer or geometry (same formula, charge and spin): 1.943 eV. As for the spin multiplicity: 1.

---

No. 2
The following is a DFT calculation (ωB97M-V with the def2-TZVPD basis set) of an isolated molecule of C3H4ClFO.

Last column: Löwdin charge in e.
CARTESIAN COORDINATES (ANGSTROEM)
O: -0.6633 1.4874 -1.1614  0.050
C: -0.4686 1.5367 0.0417  -0.220
C: 0.5992 0.6169 0.6342  -0.356
F: 1.7431 0.5869 -0.2001  -0.013
C: -0.2159 -0.6007 1.1330  -0.464
Cl: -0.5293 -1.6724 -0.3064  0.570
H: -1.1751 2.1628 0.6081  0.132
H: 1.0106 1.1894 1.5018  0.153
H: -1.1538 -0.2696 1.5982  0.096
H: 0.4465 -1.1507 1.7391  0.053

The HOMO-LUMO gap is 10.8 eV. As for the energy: -20461.8415 eV. As for the energy relative to the best compared isomer or geometry (same formula, charge and spin): 0.875 eV. As for the spin multiplicity: 1.

---

No. 3
The following is a DFT calculation (ωB97M-V with the def2-TZVPD basis set) of an isolated molecule of C3H4ClFS.

Last column: Löwdin charge in e.
CARTESIAN COORDINATES (ANGSTROEM)
C: 0.4866 -1.0961 0.4646  -0.134
C: -0.6729 -0.1192 0.3495  -0.844
S: -2.2129 -0.1627 0.7594  0.797
C: -0.0845 1.1319 -0.4236  -0.789
F: -0.8722 2.2151 -0.3501  -0.054
Cl: 0.0710 0.7384 -2.1410  0.670
H: 0.6717 -1.4537 -0.5582  0.066
H: 1.4730 -0.6248 0.8615  0.118
H: 0.2364 -1.9714 1.0706  0.072
H: 0.9039 1.3425 -0.0327  0.097

The HOMO-LUMO gap is 8.6 eV. As for the energy: -29250.1201 eV. As for the energy relative to the best compared isomer or geometry (same formula, charge and spin): 0.477 eV. As for the spin multiplicity: 1.

---

No. 4
The following is a DFT calculation (ωB97M-V with the def2-TZVPD basis set) of an isolated molecule of C3H4ClI.

Last column: Löwdin charge in e.
CARTESIAN COORDINATES (ANGSTROEM)
C: -0.0325 0.0747 0.1712  -0.375
C: 1.4478 0.0611 -0.4759  -0.528
C: -1.3333 -0.6297 0.1121  -0.626
Cl: 2.0959 1.6328 -0.6933  0.578
I: -3.0929 0.2190 -0.6566  0.775
H: 0.4153 -0.1986 1.2179  0.145
H: -0.3521 1.0250 -0.0014  -0.003
H: 2.3117 -0.5654 -0.1487  0.041
H: -1.4599 -1.6189 0.4746  -0.005

The HOMO-LUMO gap (spin up / spin down) is 7.7 / 7.8 eV. As for the energy: -23794.2026 eV. As for the energy relative to the best compared isomer or geometry (same formula, charge and spin): 3.672 eV. As for the spin multiplicity: 1.

---

No. 5
The following is a DFT calculation (ωB97M-V with the def2-TZVPD basis set) of an isolated molecule of C3H4ClN.

Last column: Löwdin charge in e.
CARTESIAN COORDINATES (ANGSTROEM)
C: -1.3566 -1.0401 0.0062  -0.163
C: 0.1049 -0.7234 -0.1614  -0.212
C: -0.1244 0.6583 0.2477  -0.005
N: -2.5540 -1.0113 0.0432  -0.346
Cl: -3.6598 0.4131 0.0640  0.414
H: 0.7182 -1.2776 0.3944  0.061
H: 0.2405 -0.7891 -1.2419  0.131
H: -0.3904 1.3172 -0.5567  0.048
H: -0.5705 1.0898 1.1538  0.071

The HOMO-LUMO gap (spin up / spin down) is 7.4 / 8.1 eV. As for the energy: -17183.1698 eV. As for the energy relative to the best compared isomer or geometry (same formula, charge and spin): 4.565 eV. As for the spin multiplicity: 1.

---

No. 6
The following is a DFT calculation (ωB97M-V with the def2-TZVPD basis set) of a structure of composition C3H4ClN.

Last column: Löwdin charge in e.
CARTESIAN COORDINATES (ANGSTROEM)
C: 0.4820 1.5685 0.0850  -0.328
C: -0.6471 0.6201 -0.1375  -0.107
C: 0.0184 -1.2044 0.0565  -0.582
N: 1.3587 2.2794 0.2615  0.135
Cl: 1.7026 -1.2682 -0.2663  0.561
H: -1.2456 0.6667 0.8087  0.096
H: -0.9466 0.5960 -1.2125  0.096
H: -0.6295 -1.7282 -0.7361  0.070
H: -0.0930 -1.5299 1.1407  0.059

The HOMO-LUMO gap is 10.9 eV. As for the energy: -17186.3435 eV. As for the energy relative to the best compared isomer or geometry (same formula, charge and spin): 1.391 eV. As for the spin multiplicity: 1.

---

No. 7
The following is a DFT calculation (ωB97M-V with the def2-TZVPD basis set) of a cluster of 2 separate species, C3H4ClN2O2S in total.

Last column: Löwdin charge in e.
CARTESIAN COORDINATES (ANGSTROEM)
C: 1.8823 -0.2950 0.1896  -0.160
C: -0.4365 0.5540 0.2675  -0.038
C: 2.2758 -1.6009 0.0184  -0.514
N: 0.5490 -0.0762 0.3808  0.196
N: -1.6095 1.0585 0.2814  0.233
O: -3.6533 -0.6953 -0.9426  -0.448
O: -3.2920 -1.8302 0.9982  -0.422
S: -4.0917 -1.8314 -0.1855  0.963
Cl: 3.8849 -1.9535 -0.2964  0.753
H: 2.5432 0.4752 -0.1100  0.115
H: 1.5882 -2.4354 0.0088  0.086
H: -2.2840 0.5632 -0.2378  0.056
H: -1.9708 1.3186 1.2175  0.180

The HOMO-LUMO gap is 8.7 eV. As for the charge: +1. As for the energy: -33599.4292 eV. As for the energy relative to the best compared isomer or geometry (same formula, charge and spin): 0.824 eV. As for the spin multiplicity: 1.

---

No. 8
The following is a DFT calculation (ωB97M-V with the def2-TZVPD basis set) of the ion C3H4ClN2O4 with charge +1.

Last column: Löwdin charge in e.
CARTESIAN COORDINATES (ANGSTROEM)
C: -1.4430 -0.0503 0.1759  -0.423
C: 1.9471 0.2249 0.0330  -0.621
C: -2.5658 0.7778 -0.1866  0.080
N: 0.7808 -0.4382 0.1592  0.152
N: 3.1156 -0.7300 0.0823  -0.419
O: 3.4201 -1.0498 -1.0373  0.147
O: -1.5274 -1.2037 0.6244  0.319
O: 3.4518 -1.1053 1.1503  0.181
O: -0.3107 0.4476 -0.1530  0.041
Cl: 2.2352 1.7318 -0.5091  0.965
H: -2.2976 1.0238 -1.3636  0.202
H: -2.5363 1.8221 0.3079  0.158
H: -3.4850 0.2729 0.0233  0.102
H: -0.7848 -1.7236 0.6932  0.116

The HOMO-LUMO gap is 10.4 eV. As for the charge: +1. As for the energy: -26854.8008 eV. As for the energy relative to the best compared isomer or geometry (same formula, charge and spin): 0.695 eV. As for the spin multiplicity: 1.

---

The strongest force on any atom results, record by record, are as follows: 2.11; 3.41; 2.40; 3.80; 4.30; 4.07; 3.58; 4.76 eV/A.